# 1
Density functional theory data (ωB97M-V with the def2-TZVPD basis set) for 2 unconnected molecules or ions with the total composition C6H9N in a non-equilibrium geometry.

**Energy above the lowest of the compared OMol25 structures with the same formula, charge and spin**: 46.5 kcal per mole
**DFT total energy**: -7856.1441 eV
**2S+1**: 1
**Total charge**: 0
**HOMO level**: -10.0 eV
**HOMO-LUMO gap**: 10.7273 eV
**LUMO energy**: 0.690 eV

Geometry (Å):
N 0.328 1.874 -3.366
C 0.230 -0.388 2.531
C -0.973 -0.636 -1.251
C -0.639 0.472 2.010
C 0.311 0.132 -1.431
C 1.407 -0.031 -0.688
C 0.332 1.102 -2.503
H -0.959 -1.180 -0.303
H -0.075 -1.368 2.890
H -1.836 0.038 -1.256
H -1.111 -1.352 -2.069
H 1.287 -0.146 2.614
H 2.307 0.551 -0.862
H -1.697 0.234 1.920
H 1.415 -0.746 0.127
H -0.327 1.444 1.637

Cartesian forces, eV/Å:
N 0.0 -0.7 0.8
C -0.1 0.2 0.0
C 0.0 0.0 0.0
C 0.1 -0.1 0.1
C 0.2 -0.1 0.1
C -0.1 0.0 -0.1
C 0.0 0.7 -0.8
H 0.0 0.1 -0.2
H 0.0 0.2 0.0
H 0.1 -0.1 0.0
H 0.0 0.1 0.1
H -0.2 0.0 0.0
H -0.1 -0.1 0.0
H 0.2 0.0 0.1
H 0.0 0.1 -0.2
H 0.0 -0.2 0.1

# 2
Density functional theory data (ωB97M-V with the def2-TZVPD basis set) for a molecular structure, C12H17N6O4Ti.

**Energy above the lowest of the compared OMol25 structures with the same formula, charge and spin**: 3.0 kcal per mole
**DFT total energy**: -52952.7205 eV
**2S+1**: 2
**Total charge**: +2
**HOMO level (spin up / spin down)**: -15.3 / -15.3 eV
**HOMO-LUMO gap (spin up / spin down)**: 7.9927 / 8.2479 eV
**LUMO energy (spin up / spin down)**: -7.340 / -7.086 eV

Geometry (Å):
Ti 0.251 0.749 1.171
O 0.593 2.533 1.560
O 4.038 -5.527 0.668
O -0.540 3.704 3.183
O 3.239 -2.699 1.930
N 1.583 0.223 -0.246
N 0.768 0.489 3.225
N -3.637 0.552 -0.441
N 4.727 -3.364 0.342
N -1.583 0.555 0.300
N -0.351 1.405 3.284
C 2.081 -0.891 0.298
C -4.913 1.058 -1.013
C -2.562 1.293 -0.220
C -0.088 2.721 2.720
C 2.327 0.917 -1.139
C 3.347 -1.368 0.016
C -3.364 -0.748 -0.038
C -2.096 -0.739 0.421
C 3.578 0.485 -1.503
C 3.778 -2.554 0.847
C 4.096 -0.665 -0.905
C 5.050 -4.607 1.009
H -5.570 0.207 -1.153
H 4.152 1.058 -2.218
H 5.091 -4.414 2.079
H -4.094 -1.535 -0.120
H -2.505 2.348 -0.435
H 5.103 -0.984 -1.150
H -1.526 -1.565 0.813
H -0.810 1.446 4.187
H -5.361 1.765 -0.323
H 4.183 -6.349 1.149
H 1.614 0.889 3.624
H 4.983 -3.276 -0.628
H 1.892 1.824 -1.532
H -4.699 1.514 -1.974
H 1.480 -1.451 1.017
H 6.029 -4.927 0.657
H 0.532 -0.349 3.745

Cartesian forces, eV/Å:
Ti -0.5 0.1 -0.1
O -0.3 0.3 0.8
O 0.1 0.1 0.0
O 0.0 0.1 0.0
O 0.0 0.1 0.0
N 0.6 0.0 -0.4
N 0.0 0.3 0.0
N -0.4 -0.1 -0.1
N -0.1 0.2 0.1
N -0.2 -0.5 0.2
N 0.1 0.0 0.1
C 0.3 -0.1 -0.2
C 0.5 -0.4 0.2
C 0.2 0.1 0.0
C 0.3 -0.2 -0.6
C -0.2 -0.1 0.1
C -0.1 -0.1 0.1
C -0.3 0.4 -0.2
C 0.1 0.1 -0.1
C 0.0 -0.1 0.0
C 0.0 -0.3 0.1
C 0.3 0.1 -0.3
C -0.1 0.0 -0.1
H -0.1 0.0 0.0
H 0.0 0.0 0.0
H 0.0 0.0 0.1
H 0.0 0.0 0.0
H 0.0 0.0 0.0
H 0.0 0.0 0.0
H 0.0 0.0 0.0
H -0.1 0.0 0.1
H 0.0 0.0 0.0
H 0.0 -0.1 0.0
H 0.1 0.0 0.1
H 0.0 0.0 0.0
H 0.0 0.0 0.0
H -0.1 0.1 0.0
H 0.0 0.0 0.1
H 0.0 0.0 0.0
H 0.0 -0.2 0.0

# 3
Density functional theory data (ωB97M-V with the def2-TZVPD basis set) for C19H29FN2O5S in the gas phase.

**Energy above the lowest of the compared OMol25 structures with the same formula, charge and spin**: 2.1 kcal per mole
**DFT total energy**: -46944.9690 eV
**2S+1**: 1
**Total charge**: 0
**HOMO level**: -9.8 eV
**HOMO-LUMO gap**: 10.2089 eV
**LUMO energy**: 0.449 eV

Geometry (Å):
S 1.193 -4.979 -6.077
F 3.083 -0.249 0.874
O 1.323 0.774 5.487
O 0.612 -1.253 -5.345
O 2.528 -4.931 -6.603
O 0.581 -2.667 1.313
O 0.571 -6.251 -5.802
N 1.040 -1.223 -0.384
N -1.249 -1.107 -4.070
C 0.045 -4.014 -7.040
C 0.263 0.109 4.824
C 0.110 -1.804 -1.331
C -2.616 0.715 -3.652
C -0.375 -3.323 -4.688
C -0.968 -0.815 -1.755
C 1.634 -0.098 2.749
C 2.720 0.673 3.501
C 2.255 -1.018 1.707
C -0.261 -1.805 -4.695
C -1.144 0.347 -3.868
C 2.095 1.539 4.582
C -1.928 -1.424 -2.801
C 1.215 -1.734 0.856
C -1.059 -3.738 -6.031
C -0.402 0.415 -2.521
C 1.024 -3.957 -4.616
C -3.170 -0.533 -2.914
C 0.768 -0.852 3.760
H -0.408 0.853 4.368
H -3.119 0.861 -4.607
H 0.664 -2.155 -2.209
H -0.570 1.358 -2.004
H 3.298 1.296 2.817
H -0.074 -1.344 3.273
H 0.671 0.308 -2.694
H 1.807 -3.202 -4.671
H 2.886 -1.772 2.181
H -1.522 -0.514 -0.863
H 1.462 2.313 4.120
H -0.334 -2.671 -0.843
H 0.561 -3.107 -7.353
H 1.688 -0.515 -0.688
H 1.003 0.623 2.212
H -0.645 0.842 -4.693
H -1.732 -2.953 -6.375
H -0.295 -0.422 5.594
H -0.264 -4.605 -7.899
H -2.142 -2.480 -2.659
H -2.717 1.633 -3.074
H -1.642 -4.645 -5.874
H -3.941 -1.027 -3.503
H 1.169 -4.603 -3.754
H 1.364 -1.634 4.239
H -3.587 -0.304 -1.934
H -0.990 -3.665 -3.861
H 2.860 2.039 5.174
H 3.409 -0.038 3.968

Cartesian forces, eV/Å:
S 0.0 0.0 0.0
F 0.0 0.0 0.0
O 0.0 0.0 0.0
O 0.0 0.0 0.0
O 0.0 0.0 0.0
O 0.0 0.0 0.0
O 0.0 0.0 0.0
N 0.0 -0.1 0.0
N 0.0 0.0 0.0
C 0.0 0.0 0.0
C 0.0 0.0 0.0
C 0.0 0.0 0.0
C 0.0 0.0 0.0
C 0.0 0.0 0.0
C 0.0 0.0 0.0
C 0.0 0.0 0.0
C 0.0 0.0 0.0
C 0.0 0.0 0.0
C 0.0 0.0 0.0
C 0.0 0.0 0.0
C 0.0 0.0 0.0
C 0.0 0.0 0.0
C 0.0 0.1 0.0
C 0.0 0.0 0.0
C 0.0 0.0 0.0
C 0.0 0.0 0.0
C 0.0 0.0 0.0
C 0.0 0.0 0.0
H 0.0 0.0 0.0
H 0.0 0.0 0.0
H 0.0 0.0 0.0
H 0.0 0.0 0.0
H 0.0 0.0 0.0
H 0.0 0.0 0.0
H 0.0 0.0 0.0
H 0.0 0.0 0.0
H 0.0 0.0 0.0
H 0.0 0.0 0.0
H 0.0 0.0 0.0
H 0.0 0.0 0.0
H 0.0 0.0 0.0
H 0.0 0.0 0.0
H 0.0 0.0 0.0
H 0.0 0.0 0.0
H 0.0 0.0 0.0
H 0.0 0.0 0.0
H 0.0 0.0 0.0
H 0.0 0.0 0.0
H 0.0 0.0 0.0
H 0.0 0.0 0.0
H 0.0 0.0 0.0
H 0.0 0.0 0.0
H 0.0 0.0 0.0
H 0.0 0.0 0.0
H 0.0 0.0 0.0
H 0.0 0.0 0.0
H 0.0 0.0 0.0

# 4
Density functional theory data (ωB97M-V with the def2-TZVPD basis set) for C4H5ClO in the gas phase in a non-equilibrium geometry.

**Energy above the lowest of the compared OMol25 structures with the same formula, charge and spin**: 95.9 kcal per mole
**DFT total energy**: -18794.0417 eV
**2S+1**: 1
**Total charge**: 0
**HOMO level (spin up / spin down)**: -8.4 / -8.9 eV
**HOMO-LUMO gap (spin up / spin down)**: 8.0120 / 9.0576 eV
**LUMO energy (spin up / spin down)**: -0.338 / 0.169 eV

Geometry (Å):
Cl 2.472 -0.201 0.259
O -1.302 -1.098 -0.638
C 0.965 0.199 -0.615
C 0.449 1.496 -0.261
C -0.052 -0.957 -0.213
C -1.117 -1.064 0.778
H 0.457 1.813 0.763
H -0.235 1.973 -0.941
H -1.249 -2.019 1.273
H 1.149 0.059 -1.681
H -1.538 -0.201 1.277

Cartesian forces, eV/Å:
Cl 0.1 0.0 0.0
O -0.8 0.0 -1.3
C -0.3 -1.1 -0.2
C -0.3 -0.3 0.0
C 1.0 1.2 0.5
C 0.4 -0.2 0.8
H 0.1 0.1 0.3
H -0.1 0.1 -0.1
H -0.1 0.0 0.0
H 0.0 0.1 0.1
H 0.0 0.1 -0.1

# 5
Density functional theory data (ωB97M-V with the def2-TZVPD basis set) for C5H11NO in the gas phase in a non-equilibrium geometry.

**Energy above the lowest of the compared OMol25 structures with the same formula, charge and spin**: 38.6 kcal per mole
**DFT total energy**: -8900.0237 eV
**2S+1**: 1
**Total charge**: 0
**HOMO level**: -9.7 eV
**HOMO-LUMO gap**: 10.7105 eV
**LUMO energy**: 1.000 eV

Geometry (Å):
O 1.420 -1.192 -0.980
N 0.298 1.510 -0.816
C -0.684 2.764 -0.647
C 0.407 -0.867 -0.054
C -0.167 0.523 -0.212
C -0.730 -1.871 -0.259
C 0.954 -0.938 1.386
H 0.187 -0.666 2.108
H -1.133 -1.768 -1.264
H -0.278 3.692 -1.043
H -0.777 2.873 0.433
H -1.537 2.480 -1.259
H 1.797 -0.258 1.496
H 1.943 -0.391 -1.146
H 1.290 -1.952 1.591
H -0.339 -2.880 -0.146
H -1.127 0.653 0.347
H -1.525 -1.713 0.465

Cartesian forces, eV/Å:
O 0.2 0.5 -0.2
N -0.6 2.1 -0.4
C 2.0 -1.9 -0.5
C -0.1 0.0 0.3
C -1.2 -0.1 0.7
C 0.3 0.1 0.0
C -0.1 -0.1 -0.3
H -0.1 0.0 0.1
H -0.1 0.0 -0.1
H 0.4 -0.3 -0.1
H -0.8 0.0 -0.2
H -0.4 0.2 0.6
H 0.0 0.1 0.0
H -0.2 -0.2 0.0
H 0.0 -0.1 0.0
H 0.0 -0.1 0.0
H 0.4 -0.3 -0.1
H -0.1 0.0 0.1

> total charge of number 5 (C5H11NO)?

0

> Among the records above, which one has the lowest energy above the lowest of the compared OMol25 structures with the same formula, charge and spin?

C19H29FN2O5S